# 1
ORCA calculation (ωB97M-V/def2-TZVPD) on a 2-piece molecular cluster, C3H7NO3P overall in a non-equilibrium geometry.

E_HOMO: -2.20 eV

```
! wB97M-V def2-TZVPD RIJCOSX def2/J DEFGRID3
* xyz -1 1
P 0.9800 0.6631 1.0305
O -2.4679 -1.2476 1.3404
O 2.9246 1.1656 -0.7610
O 1.8098 -0.7825 -0.9555
N 1.0347 2.4515 1.1414
C -1.6096 -1.2992 0.5268
C -1.9729 -0.9502 -0.9114
C 1.9921 0.4188 -0.4078
H 1.4651 2.6077 2.0664
H -2.7877 -1.7383 -1.2410
H -1.1736 -1.0351 -1.6587
H -2.5339 -0.0164 -1.0595
H -0.6220 -1.8110 0.6005
H 1.2097 -1.2494 -0.3359
H 1.7517 2.8230 0.6248
*
```

=====

# 2
ORCA calculation (ωB97M-V/def2-TZVPD) on a 2-piece molecular cluster, C3H7NO3S overall in a non-equilibrium geometry.

SMILES: N[S@]1(=O)=CO1.CC=O
E_HOMO (spin up / spin down): -8.12 / -8.12 eV

```
! wB97M-V def2-TZVPD RIJCOSX def2/J DEFGRID3
* xyz 0 1
S 0.8357 1.1046 -0.9903
O 0.2328 -1.1046 0.4101
O 1.1629 1.8639 0.1859
O 0.3457 1.9104 -2.2404
N 2.3243 0.5648 -1.6627
C -0.7419 1.1584 -1.6538
C -1.6815 -1.1594 1.9479
C -0.2612 -0.9031 1.5315
H 2.3849 -0.3615 -1.2628
H -2.4952 -1.4036 1.1833
H -1.9702 -0.3097 2.6138
H 2.2946 0.6454 -2.6318
H -1.7211 -1.9720 2.7327
H 0.3780 -0.4989 2.2866
H -1.0879 0.4654 -2.4502
*
```

=====

# 3
ORCA calculation (ωB97M-V/def2-TZVPD) on one molecule with the formula C3H7NO3S in a non-equilibrium geometry.

SMILES: NCCOC=S(=O)=O
E_HOMO (spin up / spin down): -8.83 / -8.84 eV

```
! wB97M-V def2-TZVPD RIJCOSX def2/J DEFGRID3
* xyz 0 1
S 2.8144 -0.0951 -0.4976
O 3.9334 0.3188 0.3107
O 0.2806 -1.0799 0.2968
O 2.2882 0.8911 -1.4610
N -1.6017 1.0842 0.7441
C -1.8412 -0.0593 -0.2202
C -0.4669 -0.3767 -0.7733
C 1.4157 -0.6421 0.7003
H -2.5294 0.3276 -0.9431
H -0.5868 -1.0168 -1.7134
H 0.2153 0.5741 -1.0595
H -2.5535 1.2472 1.2117
H -2.2072 -0.8591 0.3857
H 1.7390 -1.0735 1.5436
H -0.8998 0.7594 1.4753
*
```

=====

# 4
ORCA calculation (ωB97M-V/def2-TZVPD) on one molecule with the formula C3H7NO3S2 in a non-equilibrium geometry.

E_HOMO (spin up / spin down): -7.94 / -7.89 eV

```
! wB97M-V def2-TZVPD RIJCOSX def2/J DEFGRID3
* xyz 0 1
S -1.6085 -0.4488 1.5914
S -1.6369 -1.0887 -1.7318
O -0.6491 -2.1424 -1.8965
O -2.1563 -0.4999 -3.1379
O -2.8556 -1.4885 -1.1255
N 0.5105 -0.0277 -0.6447
C -0.7327 0.2715 -0.9904
C 0.9667 0.3911 0.7234
C 0.1087 -0.5656 1.7612
H 0.6596 -0.3059 2.6997
H 2.0215 0.3946 0.8366
H 0.7518 -1.0473 -0.9543
H 0.6549 1.4297 0.9055
H 0.4680 -1.6589 1.8067
H -2.3584 -1.1720 -3.7856
H -1.1019 1.2180 -0.7796
*
```

=====

# 5
ORCA calculation (ωB97M-V/def2-TZVPD) on a 3-piece molecular cluster, C3H7NO4S overall in a non-equilibrium geometry.

SMILES: N/C(O)=C/O.O=C=O.S
E_HOMO: -7.96 eV

```
! wB97M-V def2-TZVPD RIJCOSX def2/J DEFGRID3
* xyz 0 1
S 5.8804 0.3077 -0.0413
O -2.5563 1.4851 -1.1679
O -3.8742 0.3024 0.3266
O -2.1846 -2.1428 -0.2868
O -0.6968 -0.4083 1.5292
N -0.0324 0.7727 -0.3341
C -1.5842 -0.9857 -0.6390
C -0.8306 -0.2085 0.1706
C -3.1024 0.7344 -0.4483
H 7.1972 0.4661 -0.2149
H -0.4220 1.0781 -1.1656
H 6.1165 -0.1582 1.0902
H -1.4136 -0.9678 -1.6468
H 0.2775 1.5777 0.2578
H -0.2809 0.3130 2.0116
H -2.4936 -2.1659 0.5588
*
```

=====

# 6
ORCA calculation (ωB97M-V/def2-TZVPD) on C3H7NORb as an isolated structure in a non-equilibrium geometry.

E_HOMO: -13.34 eV

```
! wB97M-V def2-TZVPD RIJCOSX def2/J DEFGRID3
* xyz 1 1
Rb -0.4517 1.1318 -4.0427
O -0.2054 -0.6850 -1.8788
N -0.8653 0.3075 0.0427
C -0.0324 -0.4883 -0.6629
C 1.3014 -0.9077 -0.0835
C -0.7621 0.6781 1.4524
H -1.5336 0.1789 2.0375
H 1.9932 -0.1961 -0.5452
H 1.6764 -1.8810 -0.3824
H -1.7986 0.4049 -0.3271
H 1.3929 -0.8153 0.9957
H -0.9274 1.7576 1.4994
H 0.2126 0.5148 1.8950
*
```

=====

# 7
ORCA calculation (ωB97M-V/def2-TZVPD) on an isolated ion of composition C3H7NOS and charge -1 in a non-equilibrium geometry.

E_HOMO (spin up / spin down): -0.01 / -3.37 eV
expectation value of S²: 0.754

```
! wB97M-V def2-TZVPD RIJCOSX def2/J DEFGRID3
* xyz -1 2
S 0.7495 -0.7832 2.3532
O 0.2630 -1.3442 -2.0111
N -0.6857 1.4538 -0.3460
C -0.4939 -0.0188 -0.0872
C 0.8870 -0.2360 0.5802
C -0.7027 -0.8949 -1.2883
H 1.4236 -1.0100 0.0560
H -1.5015 1.5016 -0.9513
H 1.3349 0.7499 0.6699
H 1.5699 0.1438 2.8487
H -1.1903 -0.2827 0.7127
H 0.0990 1.7386 -0.9330
H -1.7529 -1.0180 -1.6038
*
```

=====

# 8
ORCA calculation (ωB97M-V/def2-TZVPD) on one molecule with the formula C3H7NOS in a non-equilibrium geometry.

SMILES: CCC(=S)NO
E_HOMO: -8.79 eV

```
! wB97M-V def2-TZVPD RIJCOSX def2/J DEFGRID3
* xyz 0 1
S -0.9152 1.9465 -0.1670
O -2.8866 -0.2229 0.2525
N -1.6286 -0.6003 -0.2601
C 1.7670 0.2621 0.4524
C 0.7745 -0.3441 -0.5497
C -0.6471 0.2782 -0.4194
H 1.2259 0.4033 1.5254
H 2.6852 -0.5321 0.5090
H 0.5577 -1.3875 -0.2449
H 2.1193 1.3206 -0.0685
H 1.1860 -0.2583 -1.6147
H -2.7675 0.7223 0.4974
H -1.4706 -1.5877 0.0875
*
```

=====

# 9
ORCA calculation (ωB97M-V/def2-TZVPD) on one molecule with the formula C3H7NOS in a non-equilibrium geometry.

SMILES: O=CNCCS
E_HOMO: -9.36 eV

```
! wB97M-V def2-TZVPD RIJCOSX def2/J DEFGRID3
* xyz 0 1
S 0.1250 -1.7895 0.6741
O -1.5888 2.0566 0.6205
N 0.4477 1.1788 0.1074
C -0.8559 1.4691 -0.1562
C 0.5929 -1.0711 -0.9745
C 1.2835 0.3153 -0.7764
H 2.2487 0.4225 -0.2831
H -1.2059 -1.9426 0.5996
H 0.8109 1.5321 0.9717
H 1.3185 0.7474 -1.7728
H 1.1794 -1.6661 -1.6666
H -1.3105 1.0188 -1.0273
H -0.3770 -0.8985 -1.3984
*
```

=====

# 10
ORCA calculation (ωB97M-V/def2-TZVPD) on a 2-piece molecular cluster, C3H7NOS overall in a non-equilibrium geometry.

SMILES: C1=CC1.NSO
E_HOMO: -8.65 eV

```
! wB97M-V def2-TZVPD RIJCOSX def2/J DEFGRID3
* xyz 0 1
S -1.2003 -0.9559 -0.0880
O -2.2825 -2.2962 -0.1086
N -0.0643 -1.4629 -1.2131
C 1.2025 0.4934 1.1385
C 1.3354 1.1511 -0.0256
C 0.3798 1.7287 0.9270
H -0.7182 1.7367 0.7243
H 0.5731 2.7168 1.3318
H -0.1598 -0.9126 -2.0501
H 1.9447 1.5598 -0.8781
H 1.1940 -0.4840 1.6416
H -3.0415 -1.9625 -0.6042
H 0.8372 -1.3123 -0.7954
*
```

=====

# 11
ORCA calculation (ωB97M-V/def2-TZVPD) on C3H7NOS as an isolated structure in a non-equilibrium geometry.

E_HOMO: -9.19 eV

```
! wB97M-V def2-TZVPD RIJCOSX def2/J DEFGRID3
* xyz 0 1
S 1.8562 1.5119 0.1269
O -1.9964 -0.7103 -1.2210
N 0.4179 0.7443 0.9306
C -0.9994 -2.2057 0.2184
C 0.0069 0.0660 -0.0856
C -1.2475 -0.7986 -0.1246
H -1.7729 -0.3593 0.8579
H 3.0031 1.3992 2.1179
H -1.9708 -2.8707 -0.6107
H -2.0331 0.3680 -1.4739
H -1.2270 -2.0836 1.5589
H 0.6080 -0.0715 -0.9853
H 0.1796 -2.4700 -0.2908
*
```

=====

# 12
ORCA calculation (ωB97M-V/def2-TZVPD) on C3H7NOS as an isolated structure in a non-equilibrium geometry.

E_HOMO: -7.89 eV

```
! wB97M-V def2-TZVPD RIJCOSX def2/J DEFGRID3
* xyz 0 1
S 1.4316 0.9610 1.9086
O -1.9835 1.1778 -0.9647
N -0.4648 -1.8996 0.2089
C 0.2853 0.5165 -0.8647
C -0.4195 -0.8824 -0.7356
C -1.1452 0.5732 -0.2595
H 0.1527 1.1368 -1.7577
H -0.9232 -1.2297 -1.6690
H -0.2722 -1.5852 1.1685
H 0.6734 -1.2947 -0.0692
H 1.1745 0.6103 -0.2168
H -1.1219 0.6642 0.8551
H 2.6129 1.2519 2.3962
*
```

=====

# 13
ORCA calculation (ωB97M-V/def2-TZVPD) on C3H7NOS as an isolated structure in a non-equilibrium geometry.

E_HOMO: -9.30 eV

```
! wB97M-V def2-TZVPD RIJCOSX def2/J DEFGRID3
* xyz 0 1
S -2.5684 -0.7057 0.0509
O 0.2702 -2.1965 -0.0302
N -0.7725 -0.1237 -0.1657
C 1.6005 -0.1680 -0.0170
C -0.6558 1.3648 -0.0369
C 0.1797 -0.9224 0.0253
H -2.0564 -1.9131 -0.4465
H -1.6443 1.5349 0.6295
H 1.8950 -0.2065 1.2661
H 2.5357 -0.8733 -0.3521
H 0.4387 1.6000 0.7696
H -0.7269 1.9054 -1.0955
H 1.5045 0.7040 -0.5977
*
```

=====

# 14
ORCA calculation (ωB97M-V/def2-TZVPD) on an isolated ion of composition C3H7NOS and charge +1 in a non-equilibrium geometry.

E_HOMO (spin up / spin down): -14.93 / -13.86 eV
expectation value of S²: 0.761

```
! wB97M-V def2-TZVPD RIJCOSX def2/J DEFGRID3
* xyz 1 2
S -0.7581 2.2426 0.8172
O -0.2059 -2.3484 -1.4167
N 0.9794 -1.4960 0.2934
C 0.8283 -1.8053 -1.0502
C -0.5869 0.6851 -0.1285
C 0.5962 -0.1006 0.6377
H 0.6456 -2.1378 0.9786
H -1.3243 -0.0337 -0.3130
H -0.2288 0.9083 -1.2253
H -0.6705 3.0450 -0.3087
H 0.4667 -0.1060 1.7415
H 1.5642 -1.5000 -1.9164
H 1.4426 0.5258 0.4929
*
```

=====

# 15
ORCA calculation (ωB97M-V/def2-TZVPD) on one molecule with the formula C3H7NOS2 in a non-equilibrium geometry.

SMILES: CSCONC=S
E_HOMO: -8.81 eV

```
! wB97M-V def2-TZVPD RIJCOSX def2/J DEFGRID3
* xyz 0 1
S -1.0282 -0.8226 -1.2378
S -0.0186 3.5323 1.3610
O 1.0628 0.2128 -0.0109
N 0.7512 1.4816 -0.1079
C -1.2539 -1.7461 0.3138
C 0.1059 2.0007 1.0171
C 0.7759 -0.5356 -1.1451
H 1.5258 2.1055 -0.5294
H -0.4127 1.1326 1.5817
H -2.3192 -1.7072 0.4827
H 1.2922 -1.5505 -0.9971
H 1.0629 -0.0463 -2.0295
H -0.6057 -1.2194 1.1158
H -0.9385 -2.8380 0.1853
*
```

=====

# 16
ORCA calculation (ωB97M-V/def2-TZVPD) on one molecule with the formula C3H7NOS2 in a non-equilibrium geometry.

E_HOMO: -8.95 eV

```
! wB97M-V def2-TZVPD RIJCOSX def2/J DEFGRID3
* xyz 0 1
S 0.0624 -0.1098 -1.4668
S 1.2137 0.9377 1.0418
O 0.6576 -1.8410 0.5470
N 1.2480 2.0555 -0.0420
C -0.4779 1.1569 1.8149
C 0.6106 -0.4035 0.0485
C -0.5337 -1.7383 -1.8850
H 2.0431 2.6697 0.1201
H -0.7185 -2.2637 -1.0269
H -0.0062 -2.2031 -2.7195
H -1.1858 1.2878 0.8898
H -0.7157 1.9120 2.5864
H -0.6498 0.1492 2.2918
H -1.5478 -1.6094 -2.2000
*
```

=====

# 17
ORCA calculation (ωB97M-V/def2-TZVPD) on a 2-piece molecular cluster, C3H7NOSi overall in a non-equilibrium geometry.

SMILES: CC[SiH]=O.C#N
E_HOMO: -10.87 eV

```
! wB97M-V def2-TZVPD RIJCOSX def2/J DEFGRID3
* xyz 0 1
Si 0.0344 -1.5874 -0.1838
O 1.2919 -1.2781 0.5807
N 4.0727 1.6529 -0.2312
C 3.2146 0.9676 0.1229
C -1.3009 0.8813 -0.0735
C -1.5767 -0.6267 0.1402
H -1.9448 -0.8136 1.1181
H -2.5484 -0.9416 -0.4430
H -0.2259 1.0529 -0.0729
H 2.5525 0.3018 0.6739
H -1.8654 1.1822 -0.8834
H -0.0221 -2.2010 -1.5351
H -1.6819 1.4097 0.7871
*
```

=====

# 18
ORCA calculation (ωB97M-V/def2-TZVPD) on C3H7NS as an isolated structure in a non-equilibrium geometry.

E_HOMO: -8.76 eV

```
! wB97M-V def2-TZVPD RIJCOSX def2/J DEFGRID3
* xyz 0 1
S 0.2564 0.1613 1.9354
N -1.1475 1.3542 -0.7529
C -0.3733 0.1774 -0.9882
C 1.3465 -0.9132 0.9702
C -0.0341 -0.7793 0.2640
H -0.8710 2.3761 -0.1184
H 1.8388 -1.7465 1.4453
H 2.1213 -0.2296 0.6015
H -0.6121 -2.0003 0.1761
H -2.2483 1.2456 -0.2308
H 0.5970 0.6559 -1.3661
H -0.8737 -0.3016 -1.9361
*
```